Record 1
# C16H66NO22P2S2

A 16-piece molecular cluster, C16H66NO22P2S2 overall at a distorted geometry (ωB97M-V with the def2-TZVPD basis set, the Open Molecules 2025 dataset).

## Properties
- E: -3838.0193 a.u.
- E_HOMO: -6.596 eV
- Max |F|: 7.95 eV/A
- Multiplicity: 1
- Net charge: -1

Last column: Löwdin charge in e.
Positions of all 109 atoms, in Å:
S 0.157 4.387 -1.666  0.424
S 2.090 2.467 -0.664  0.622
P -0.679 4.274 0.304  0.720
P -2.581 3.213 0.080  0.520
O 0.708 5.828 -1.882  -0.460
O 0.724 -1.152 -2.383  -0.137
O 1.263 5.641 2.525  -0.196
O -4.768 -4.095 -4.235  -0.148
O 2.411 1.003 5.886  -0.148
O 7.549 2.073 -1.435  -0.146
O -1.945 1.099 -4.205  -0.141
O -1.359 -4.565 -0.806  -0.152
O -1.046 4.240 -2.677  -0.475
O -3.695 3.958 -1.048  -0.263
O 3.224 1.517 -1.217  -0.451
O -3.459 3.055 1.598  -0.266
O -5.055 -2.339 0.694  -0.153
O -2.776 0.015 1.615  -0.150
O 2.652 -3.873 3.129  -0.136
O -1.848 6.426 -4.730  -0.138
O 1.585 0.866 3.012  -0.142
O -0.315 -6.325 -2.760  -0.147
O -2.220 1.779 -0.533  -0.404
O 2.965 1.481 9.871  -0.129
O 1.174 1.518 0.201  -0.461
O -4.546 -7.074 -5.197  -0.137
N 1.284 3.116 -2.071  -0.332
C 3.797 1.288 5.881  -0.149
C -2.621 -4.515 -1.446  -0.128
C 4.050 2.351 9.609  -0.175
C -4.785 -8.078 -4.228  -0.158
C -2.692 -1.185 2.362  -0.171
C 2.989 3.755 0.384  -0.185
C 0.783 -0.141 3.601  -0.140
C -5.277 -1.993 -0.661  -0.151
C 1.034 -6.604 -3.087  -0.165
C -3.769 -3.418 -4.976  -0.152
C 1.813 6.511 3.497  -0.150
C 6.499 1.240 -1.889  -0.172
C -0.596 0.820 -4.532  -0.169
C -0.890 7.462 -4.847  -0.180
C 3.610 -2.837 3.011  -0.170
C 0.485 -2.157 -1.415  -0.146
H -3.029 -4.138 -5.333  0.078
H -4.238 2.459 1.384  0.076
H -3.835 -8.521 -3.920  0.078
H -4.321 -1.741 -1.125  0.085
H -3.981 -6.402 -4.778  0.060
H 0.095 7.029 -5.038  0.075
H 6.850 0.633 -2.728  0.072
H 3.953 2.339 5.625  0.080
H 4.299 0.647 5.152  0.079
H -4.573 4.189 -0.599  0.080
H 3.629 -2.251 3.934  0.072
H 2.116 7.442 3.011  0.083
H 3.691 3.174 1.155  0.094
H -5.723 -2.841 -1.186  0.075
H -5.419 -8.852 -4.668  0.078
H 1.100 -1.121 3.235  0.077
H -1.575 5.868 -3.982  0.033
H 6.189 0.583 -1.073  0.080
H -0.023 -1.719 -0.552  0.077
H 4.204 1.093 6.876  0.056
H -1.169 8.110 -5.682  0.068
H -5.920 -2.558 1.079  0.089
H -2.553 -0.206 0.694  0.060
H 2.686 6.042 3.956  0.077
H 1.508 -5.702 -3.481  0.078
H 1.289 -0.480 -1.965  0.065
H 1.435 -2.600 -1.106  0.078
H 4.595 -3.270 2.821  0.074
H 4.552 2.586 10.550  0.078
H 0.905 -0.103 4.686  0.067
H -5.293 -7.641 -3.366  0.078
H 1.060 6.730 4.259  0.076
H 5.652 1.856 -2.200  0.065
H -3.380 -4.186 -0.731  0.073
H 7.804 2.644 -2.180  0.076
H -1.676 -1.582 2.302  0.066
H 2.925 -4.431 3.876  0.078
H -0.871 8.048 -3.925  0.071
H -0.266 0.033 3.348  0.074
H -0.307 -5.626 -2.084  0.037
H -3.280 -2.687 -4.328  0.080
H -1.433 -5.202 -0.076  0.105
H -0.570 0.035 -5.291  0.072
H -0.149 -2.930 -1.854  0.053
H -1.047 5.631 0.723  -0.046
H 2.539 1.290 9.017  0.075
H -4.229 -2.902 -5.822  0.081
H -5.943 -1.128 -0.712  0.080
H 2.078 1.185 4.991  0.032
H -0.122 1.722 -4.926  0.073
H 1.004 4.825 2.986  0.080
H -5.184 -4.736 -4.836  0.063
H -1.937 1.798 -3.529  0.056
H -2.874 -5.505 -1.832  0.079
H 3.678 3.274 9.157  0.078
H 2.250 4.386 1.077  0.041
H 3.331 -2.189 2.177  0.082
H 4.757 1.861 8.934  0.060
H 1.060 -7.389 -3.846  0.074
H 3.721 4.445 -0.236  0.096
H -2.571 -3.804 -2.274  0.076
H 1.563 -6.946 -2.194  0.074
H -0.067 0.478 -3.639  0.050
H -3.404 -1.913 1.964  0.046
H -2.937 -0.971 3.405  0.080
H 1.456 0.808 2.050  0.038

***

Record 2
# C28H29N6PtS

C28H29N6PtS as an isolated structure (ωB97M-V with the def2-TZVPD basis set, the Open Molecules 2025 dataset).

## Properties
- E: -1930.1040 a.u.
- E_HOMO (alpha / beta): -10.224 / -10.279 eV
- Max |F|: 0.87 eV/A
- Multiplicity: 5
- Net charge: +1

Last column: Mulliken spin population.
Positions of all 65 atoms, in Å:
Pt 0.092 0.339 -0.052  1.310
S -1.549 2.930 -2.027  0.559
N 0.034 1.933 1.506  0.029
N -2.311 0.205 0.169  0.029
N 0.077 5.210 -1.799  0.202
N 1.030 -0.713 1.981  0.049
N 2.012 1.636 -0.498  0.076
N 0.148 -1.017 -1.409  1.314
C 3.146 1.214 -1.051  -0.001
C -0.505 -3.852 -3.545  -0.092
C 4.383 2.965 -0.018  -0.002
C -0.001 -1.727 -2.514  0.064
C -3.747 -1.626 -0.374  -0.012
C -2.216 1.186 2.413  -0.002
C -4.102 -1.749 0.964  0.015
C 4.357 1.852 -0.840  0.006
C -3.591 -0.847 1.877  -0.003
C 0.643 -0.426 4.311  0.005
C 1.069 -2.605 3.427  0.006
C 0.122 -1.114 -3.794  0.176
C -0.416 -3.248 -4.800  0.205
C 2.034 2.712 0.299  0.019
C -0.386 -3.746 -1.035  0.016
C -0.608 4.280 -1.928  -0.097
C 0.788 0.073 3.027  0.001
C 0.703 3.102 0.881  -0.049
C 1.171 -2.023 2.174  -0.006
C -2.706 0.134 1.442  0.019
C -2.853 -0.637 -0.721  0.009
C 0.518 0.327 -3.931  -0.038
C 0.791 1.548 2.725  -0.007
C -0.108 -1.898 -4.910  -0.110
C 3.202 3.404 0.564  0.010
C -1.363 2.305 1.837  0.016
C 0.783 -1.791 4.511  0.002
C -0.296 -3.124 -2.396  0.187
H 5.312 3.485 0.174  0.000
H 0.676 -2.212 5.501  0.000
H -3.105 1.662 2.835  0.000
H 0.425 0.241 5.135  -0.001
H 0.801 3.928 1.591  0.001
H -4.782 -2.527 1.285  0.001
H 0.593 -3.748 -0.549  0.011
H -2.539 -0.502 -1.750  0.015
H 0.034 0.782 -4.794  0.007
H -4.146 -2.287 -1.130  -0.001
H 0.057 3.429 0.071  0.019
H 1.207 -3.670 3.543  0.000
H -0.732 -4.776 -1.102  0.001
H -1.819 2.673 0.917  -0.003
H -0.744 -4.905 -3.468  0.003
H 0.271 0.907 -3.043  0.018
H 3.068 0.343 -1.690  -0.007
H 5.254 1.479 -1.312  0.001
H -0.579 -3.836 -5.692  0.007
H 3.184 4.272 1.208  0.000
H -0.032 -1.443 -5.890  0.004
H -1.066 -3.189 -0.387  0.004
H -1.716 0.697 3.254  0.001
H 0.434 2.125 3.583  0.000
H 1.598 0.408 -4.082  0.016
H 1.835 1.823 2.559  -0.004
H -3.876 -0.888 2.920  0.000
H -1.335 3.132 2.556  -0.003
H 1.378 -2.615 1.292  0.005

***

Record 3
# CHO3PS

One molecule with the formula CHO3PS at a distorted geometry (ωB97M-V with the def2-TZVPD basis set, the Open Molecules 2025 dataset).

## Properties
- E: -1003.8383 a.u.
- E_HOMO (alpha / beta): -8.591 / -8.540 eV
- Max |F|: 3.20 eV/A
- Multiplicity: 1
- Net charge: 0

Last column: Löwdin charge in e.
Positions of all 7 atoms, in Å:
S 1.891 3.764 0.176  0.784
P 1.292 0.968 -1.299  0.730
O -0.449 1.357 0.787  0.050
O 2.334 -0.048 -1.220  -0.431
O 1.983 2.329 -0.437  -0.915
C 0.289 0.606 0.301  -0.360
H 0.821 -0.407 0.672  0.143